Entry 1:
Molecular formula: C36H41CaN5O3P
Method: DFT, the ωB97M-V functional and the def2-TZVPD basis

Computed properties:
- HOMO level: -2.9 eV
- ΔE to the lowest compared entry with this formula, charge and spin: 19.5 kcal/mol

Geometry as ORCA input:
```
! wB97M-V def2-TZVPD RIJCOSX def2/J DEFGRID3
* xyz -1 1
O -1.7442 -0.9245 -1.4485
H -5.9885 -2.8922 -0.6251
N -0.2661 -2.7278 -1.2029
H 2.3549 -0.3540 3.8368
C 4.0453 1.5434 1.0731
H -1.2731 1.9407 -6.0358
H -3.9103 -3.4995 2.8621
H 3.5786 0.9028 3.7671
N -1.1234 1.6585 -2.7029
H -4.1223 3.1084 -3.0393
H -3.4321 -6.3278 -0.4257
C 4.2210 0.7510 -2.4159
H -3.9936 -1.4646 -1.0363
P 2.8367 0.2290 1.5572
H -3.6601 2.3618 -0.7064
H 4.6931 1.0847 0.3197
C -1.5915 2.0368 -5.0070
H 2.7515 2.5726 -0.3473
C 3.1015 -1.3323 -1.8709
H 6.3189 0.6396 -2.7883
C -2.8073 2.5931 -4.6691
C 2.6158 0.5910 3.3501
H -3.1311 1.2920 1.9353
C -3.5656 -5.2619 -0.5692
C -3.7327 -2.4479 2.6671
H -2.3944 4.3771 -0.4011
H -3.4783 2.9500 -5.4417
O 1.9137 0.7489 -1.9450
N 0.7509 -1.7791 -1.4232
H 5.8068 -0.2489 2.2968
C -4.8228 -1.5549 2.7131
C -0.7730 1.5785 -3.9833
C -0.0858 4.7851 0.5949
C 3.4179 2.8089 0.4856
H 4.3580 -3.0503 -1.8597
C -2.1637 -0.6599 2.0328
C -2.5890 2.3063 -0.8879
C 5.4239 0.0828 -2.5313
N -1.9499 3.4814 -0.2937
H -1.6725 -2.7609 2.2720
C -2.4750 -2.0338 2.3337
H 1.6892 2.5388 3.0195
H 1.5754 1.9629 4.6817
H -5.3736 0.5087 2.4812
C 3.9718 -1.2161 1.6258
C 5.1842 -1.1102 2.5482
H 4.2890 -1.3869 0.5950
H 0.7582 5.0366 -0.0476
C -0.6579 3.4827 0.1268
H -0.0525 -0.9120 1.7050
C -3.1698 2.6880 -3.3365
C 4.3336 -1.9748 -2.0127
C -1.4655 -2.1579 -1.2359
H 2.1166 -3.2787 -1.5006
C 1.9416 -2.2026 -1.5678
H -5.7009 -5.3336 -0.3166
H 0.2977 4.6370 1.6041
H 4.6760 1.7892 1.9329
H -2.2429 1.4142 -0.3624
H 2.8282 3.3466 1.2335
H 5.8182 -1.9973 2.4696
O 0.0161 2.4604 0.1510
C -2.4582 -4.4586 -0.8073
C 3.0247 0.0829 -2.0663
H -0.8068 5.6025 0.5929
N -7.2306 -2.3611 3.2413
H -0.6727 0.8352 1.7021
C 5.4993 -1.2991 -2.3253
H 4.1554 1.8218 -2.5713
H 3.3586 -2.0822 1.8934
C -2.6199 -3.0879 -0.9802
C -2.2941 2.2063 -2.3746
C -0.8948 -0.2247 1.6867
H 0.5517 1.2585 3.4154
C -6.1551 -2.0005 3.0197
H 4.1917 3.4911 0.1212
C -4.8406 -4.7055 -0.5153
H 6.4381 -1.8289 -2.4184
C -3.2932 0.2334 2.1251
C -3.8945 -2.5364 -0.9284
C -4.5555 -0.2037 2.4389
C 1.5452 1.6458 3.6365
C -5.0046 -3.3390 -0.6996
Ca 0.0529 0.3050 -0.9871
H 4.8927 -1.0102 3.5956
H 0.1954 1.1307 -4.1792
H -1.4599 -4.8746 -0.8502
*
```

---

Entry 2:
Molecular formula: C36H41P3S2Se4Ta
Method: DFT, the ωB97M-V functional and the def2-TZVPD basis

Computed properties:
- HOMO level (alpha / beta): -16.2 / -16.2 eV
- ΔE to the lowest compared entry with this formula, charge and spin: 0.0 kcal/mol

Geometry as ORCA input:
```
! wB97M-V def2-TZVPD RIJCOSX def2/J DEFGRID3
* xyz 3 1
S -0.4177 -0.4109 -2.4106
Se 0.7251 3.6692 -1.1155
C 2.5488 3.6060 2.2031
C 3.5987 -3.7953 -3.5203
H 3.8913 -4.7523 -3.9384
C 4.3759 5.1356 1.8758
P 0.4593 -2.1136 -1.6395
C -3.4740 1.3419 1.7354
C -1.2594 -3.9211 -2.9645
C 2.0649 0.1517 5.6048
H -1.2924 -0.4827 3.2051
C 4.4327 -2.7187 -3.7209
H -3.8457 0.5365 -1.7510
H -3.9604 -4.2719 -0.8208
C 3.9022 5.9078 2.9004
C -3.3464 1.1517 -2.4940
C 3.8329 -0.7810 4.2331
H -1.6596 -2.0237 2.3553
H -2.9484 1.9181 2.4995
H 5.2295 5.4802 1.3503
C -0.3162 -4.6346 -0.8295
H 5.3547 -2.8441 -4.2523
H -2.9373 -1.0931 3.1667
Se -0.3317 1.9153 2.0032
H -0.4017 5.3485 0.2884
P -2.4528 -0.0471 1.1118
H 4.0961 3.3640 0.6881
H 0.0252 6.0535 -1.2863
C -1.8388 -5.1827 -3.1340
H 1.5065 0.1393 6.5248
C 2.7365 5.5752 3.5632
H -2.8770 0.4782 -3.1883
C 4.0953 -1.4167 -3.3127
C 3.7268 3.9664 1.5091
C -1.6111 -6.1610 -2.1882
H 3.3444 -1.3895 6.2777
H -0.7933 -6.6351 -0.2664
C -4.9313 -0.6408 -0.0382
C -2.0250 -1.0099 2.5763
H 4.0182 -0.0208 2.2527
H 1.7509 -4.4585 -2.6751
C 0.3610 3.2118 -2.9753
H -6.8571 -1.1384 -0.8563
H 4.6517 -1.4472 4.1283
H 4.4158 6.8280 3.1577
H 2.3195 6.2189 4.3275
C -3.6547 -1.0764 0.2770
C -5.8638 -1.4952 -0.6099
Se 2.4488 1.0891 0.0582
H 2.5526 -0.2123 -2.4509
H -1.4686 5.0453 -1.0872
Ta -0.2086 0.7307 -0.2512
H -6.2282 -3.4776 -1.3402
H -1.6820 3.6836 -3.5824
C -3.2747 -2.4051 -0.0385
C -5.5133 -2.8060 -0.8608
C -4.2214 -3.2591 -0.5900
H -5.2700 0.3751 0.2261
Se -1.9829 2.2225 -1.5752
P 1.8905 1.9780 1.9919
H -2.4601 -5.3581 -4.0014
C 2.0431 4.4331 3.2290
C 2.4001 -3.6091 -2.8625
S 0.4276 -1.5699 0.3178
H -3.7799 2.0055 0.9516
H -1.4081 -3.1536 -3.7111
C 2.0204 -2.3258 -2.4243
H 1.0297 2.3588 -3.1579
H -4.3633 0.9327 2.2285
H -2.2760 -2.7610 0.1558
C -1.0926 2.8370 -3.2494
C 2.3689 0.8966 3.3158
H 0.6481 4.0293 -3.6286
C 1.6587 0.9464 4.5339
C -0.9061 -5.8693 -1.0214
H -1.1985 2.0442 -3.9698
C -0.4465 5.2012 -0.7684
C -0.4768 -3.6367 -1.8334
C 2.8719 -1.2370 -2.6832
C 3.1127 -0.7290 5.4398
H 0.2666 -4.4482 0.0490
H 0.8106 1.6137 4.6747
H 4.7294 -0.5797 -3.5182
C 3.4623 0.0305 3.1646
H -2.0021 -7.1444 -2.3421
H 1.1326 4.1852 3.7463
H -3.9829 1.9080 -2.9628
*
```

---

Entry 3:
Molecular formula: C36H42BrN3P2Si2W
Method: DFT, the ωB97M-V functional and the def2-TZVPD basis

Computed properties:
- HOMO level: -19.7 eV

Geometry as ORCA input:
```
! wB97M-V def2-TZVPD RIJCOSX def2/J DEFGRID3
* xyz 4 1
C -0.2429 -3.2689 1.0793
H 3.7432 3.8465 1.1059
H 0.2665 -6.4784 1.9128
H -5.1282 1.1609 4.0758
C 1.0762 -2.8349 1.0694
C -2.3270 0.3918 2.4619
C 0.0982 3.7603 2.3613
H 3.1570 -3.3349 1.3449
C -0.0245 -0.1453 0.6900
C -0.5414 -4.5930 1.2893
C 3.9248 0.0047 0.6443
C 5.2452 0.2762 2.5533
H 2.5766 -3.7164 -1.2901
H 2.4077 -1.4152 3.3632
H -0.0526 4.4403 -1.2410
P 1.4983 -1.1498 0.6733
Br -2.8737 -5.3219 -2.3156
C -3.5960 2.8716 -1.6073
C -4.4019 -2.8685 -2.1956
N -2.1519 -1.3449 -1.4759
H -3.9730 2.6856 -0.5555
H 5.9252 0.6515 0.5124
H -4.8550 3.2780 2.6748
C 5.1173 0.3589 1.1915
C 0.5191 -5.4780 1.5357
C 3.0881 -0.7622 2.8258
H -3.7948 -0.6936 3.6963
Si -1.7743 2.9812 -1.7811
H 2.9648 5.3122 2.8360
C -4.1466 2.4496 2.6703
H 4.4705 -0.4725 4.3872
H -0.8875 3.6310 2.7105
H -1.5148 5.0135 -0.4645
C 2.2855 4.6446 2.4146
N 1.3022 -1.0524 -1.0701
C 2.0735 -3.6980 -2.2542
H 2.2581 2.2474 0.0213
H 3.5121 -0.0493 -3.0992
C -3.4766 0.2171 3.1585
H -3.4683 0.3242 -1.5147
Si 1.9633 -1.8841 -2.6934
C -3.3942 -0.7604 -1.5743
C 1.8373 -5.0663 1.6569
C -3.1434 -3.5049 -2.0285
C 1.8301 2.8449 0.8525
H 2.5804 -5.7177 2.0530
H -4.0271 2.0834 -2.2731
H -0.1932 -2.3868 -3.7197
H 4.0453 -1.4383 -3.9982
C 3.5665 -1.1220 -3.0703
H -0.2444 -0.6253 -3.6715
H -5.5478 -1.0371 -2.0154
C -2.9961 2.6243 1.8721
H -1.2572 1.4490 -3.6927
H 1.0813 -4.1779 -2.1287
C 0.4599 -1.5080 -3.7527
P -0.5981 1.5845 0.8874
H -5.2429 -3.4975 -2.4256
W -0.4318 -0.2121 -1.1153
H 2.7339 -4.1326 -3.0754
H -4.1003 3.8241 -1.9008
H 4.3752 -1.3193 -2.3765
H -1.5350 -4.9595 1.2518
H -1.1255 -2.5963 0.9477
H -1.6343 -0.4481 2.4112
C -1.1331 4.6331 -1.3922
C 2.9311 -0.5698 1.4182
H 6.1763 0.5437 3.0184
H 0.8549 -1.4179 -4.8126
C 0.5257 2.8487 1.3794
H 3.7739 0.0746 -0.4345
C 4.2423 -0.3230 3.3741
C 2.6868 3.7081 1.4292
C 2.1163 -3.7056 1.3854
H -1.2463 3.0935 -4.1825
C -4.3340 1.2841 3.3636
H -2.7709 3.5479 1.3292
H 0.0533 2.5692 -3.2383
C -2.0367 -2.6879 -1.7485
H -1.1062 5.4230 -2.1186
H -1.0485 -3.1451 -1.6336
C -1.0690 2.4246 -3.3896
C 0.9713 4.7111 2.8591
C -4.5054 -1.5119 -1.9841
C -2.0594 1.6029 1.7848
N -0.9593 1.5580 -0.7938
H 0.6562 5.4533 3.5715
*
```